Molecular formula: C50H45AsBBrCeF5N4O7P
Method: DFT, ωB97M-V with the def2-TZVPD basis set

Positions of all 116 atoms, in Å:
Ce -13.392 -13.383 20.411
O -17.442 -13.117 22.472
C -16.336 -12.919 21.999
O -15.596 -13.719 21.341
C -15.748 -11.499 22.169
C -16.397 -10.472 22.874
C -15.843 -9.207 22.872
C -14.684 -9.000 22.140
C -14.112 -10.052 21.465
N -14.614 -11.279 21.501
C -12.837 -9.894 20.633
O -12.315 -8.773 20.643
O -12.477 -10.952 20.039
H -17.347 -10.704 23.344
H -16.299 -8.394 23.404
H -14.187 -8.038 22.122
F -15.016 -8.162 16.111
C -15.429 -9.441 15.914
C -15.168 -10.418 16.842
C -15.573 -11.734 16.565
C -15.219 -12.767 17.564
O -14.847 -12.363 18.670
C -15.323 -14.113 17.120
C -15.977 -14.328 15.962
N -16.481 -13.373 15.118
C -17.225 -13.804 13.950
C -18.198 -14.912 14.085
C -18.702 -13.523 13.802
C -16.222 -12.042 15.372
C -16.565 -10.999 14.485
C -16.176 -9.699 14.748
N -16.505 -8.693 13.822
C -16.224 -8.822 12.428
C -17.607 -8.700 11.715
N -18.504 -7.868 12.603
C -17.686 -6.704 13.158
C -16.715 -7.319 14.200
C -14.862 -15.348 17.919
O -15.285 -16.426 17.490
O -14.136 -15.110 18.912
H -14.580 -10.188 17.709
H -16.136 -15.371 15.701
H -16.645 -13.817 13.036
H -18.362 -15.277 15.076
H -18.173 -15.639 13.315
H -19.164 -13.020 14.646
H -19.114 -13.278 12.808
H -17.149 -11.227 13.576
H -15.785 -9.797 12.200
H -15.520 -8.068 12.049
H -18.078 -9.668 11.591
H -17.550 -8.193 10.752
H -18.791 -8.417 13.419
H -19.358 -7.587 12.108
H -18.325 -5.937 13.597
H -17.171 -6.238 12.330
H -17.187 -7.310 15.176
H -15.799 -6.718 14.247
F -9.970 -12.491 17.717
B -10.981 -13.413 17.901
F -12.290 -12.834 17.858
F -10.850 -14.427 16.968
F -10.934 -13.937 19.208
Br -12.608 -15.700 22.274
C -11.153 -13.367 24.496
C -9.829 -13.052 25.129
As -9.706 -13.857 26.923
C -11.109 -12.764 27.770
C -11.057 -11.377 27.859
C -12.086 -10.689 28.473
C -13.179 -11.378 28.986
C -13.238 -12.749 28.863
C -12.207 -13.452 28.268
C -8.161 -12.864 27.581
C -7.172 -12.363 26.717
C -6.051 -11.753 27.227
C -5.884 -11.627 28.590
C -6.862 -12.105 29.457
C -7.997 -12.730 28.961
P -11.471 -12.408 22.921
C -11.399 -10.749 23.718
C -12.515 -10.430 24.477
C -12.585 -9.260 25.240
C -11.539 -8.362 25.190
C -10.403 -8.684 24.470
C -10.327 -9.865 23.765
C -9.880 -12.671 22.044
C -9.261 -13.938 22.097
C -8.160 -14.213 21.300
C -7.678 -13.238 20.442
C -8.249 -11.975 20.401
C -9.365 -11.705 21.179
H -11.952 -13.092 25.174
H -11.253 -14.439 24.272
H -9.713 -11.961 25.245
H -8.967 -13.425 24.563
H -10.168 -10.810 27.549
H -11.993 -9.617 28.593
H -13.950 -10.859 29.515
H -14.111 -13.274 29.209
H -12.247 -14.534 28.182
H -7.243 -12.500 25.647
H -5.293 -11.358 26.552
H -5.034 -11.104 29.009
H -6.722 -12.014 30.516
H -8.771 -13.108 29.631
H -13.373 -11.094 24.471
H -13.465 -9.067 25.860
H -11.597 -7.447 25.763
H -9.554 -8.021 24.480
H -9.392 -10.141 23.277
H -9.660 -14.765 22.681
H -7.708 -15.198 21.337
H -6.822 -13.448 19.794
H -7.867 -11.241 19.723
H -9.879 -10.758 21.053

Frontier orbital gap (alpha / beta)   3.920 / 3.956 eV
Highest occupied orbital energy (alpha / beta)   -0.1687 / -0.1700 Ha
Total charge   -1
Multiplicity   2